Record 1
Molecular formula: C8H16O2
Method: DFT, the ωB97M-V functional and the def2-TZVPD basis

Summary:
lowest unoccupied orbital energy (spin up / spin down) = -2.46 / -8.79 eV
HOMO-LUMO gap (spin up / spin down) = 0.4483 / 0.1434 Ha
HOMO energy (spin up / spin down) = -14.66 / -12.69 eV
relative energy (zero: lowest compared OMol25 entry of this formula, charge and spin) = 0.0 kJ/mol
energy = -12639.788 eV

ORCA input file:
```
! wB97M-V def2-TZVPD RIJCOSX def2/J DEFGRID3
* xyz 1 2
C -15.683 -14.128 15.095
C -15.529 -12.851 14.290
C -16.830 -12.104 14.635
O -17.788 -13.046 15.034
C -17.144 -14.190 15.486
H -15.077 -13.962 15.986
H -15.317 -14.982 14.524
H -15.555 -13.011 13.212
H -14.590 -12.386 14.592
H -17.239 -11.506 13.820
H -16.615 -11.377 15.418
H -17.635 -15.112 15.173
H -17.274 -14.176 16.568
C -19.760 -10.488 18.886
C -18.844 -10.959 19.983
C -17.802 -11.921 19.382
O -17.818 -11.503 18.012
C -18.891 -10.672 17.621
H -20.182 -9.490 18.999
H -20.620 -11.153 18.815
H -19.421 -11.387 20.802
H -18.330 -10.072 20.353
H -18.244 -12.916 19.418
H -16.769 -11.712 19.662
H -19.347 -11.054 16.707
H -18.394 -9.711 17.487
*
```

Record 2
Molecular formula: C8H16O2Rb
Method: DFT, the ωB97M-V functional and the def2-TZVPD basis

Summary:
lowest unoccupied orbital energy (spin up / spin down) = -6.57 / -12.54 eV
HOMO-LUMO gap (spin up / spin down) = 0.3742 / 0.1483 Ha
HOMO energy (spin up / spin down) = -16.76 / -16.57 eV
energy = -13286.687 eV

ORCA input file:
```
! wB97M-V def2-TZVPD RIJCOSX def2/J DEFGRID3
* xyz 2 2
Rb -0.156 -3.760 0.245
C 1.136 1.345 2.128
C 1.876 0.703 0.955
C 1.531 -0.815 1.204
O 0.541 -0.951 2.197
C 0.705 0.214 3.044
H 0.194 1.761 1.770
H 1.830 2.074 2.545
H 2.937 0.944 1.028
H 1.483 1.202 0.069
H 2.376 -1.369 1.614
H 1.367 -1.289 0.236
H 1.474 0.004 3.787
H -0.196 0.422 3.621
C -1.671 0.873 -1.614
C -1.346 0.192 -2.907
C -0.420 -0.928 -2.478
O -0.953 -1.261 -1.110
C -1.819 -0.267 -0.603
H -2.598 1.444 -1.665
H -0.907 1.581 -1.293
H -0.784 0.891 -3.526
H -2.227 -0.280 -3.342
H 0.618 -0.613 -2.368
H -0.466 -1.745 -3.197
H -1.662 0.197 0.371
H -2.860 -0.569 -0.714
*
```

Record 3
Molecular formula: C8H16O4PdSSe2
Method: DFT, the ωB97M-V functional and the def2-TZVPD basis

Summary:
lowest unoccupied orbital energy = 4.87 eV
HOMO-LUMO gap = 0.2022 Ha
HOMO energy = -0.64 eV
energy = -161753.364 eV

ORCA input file:
```
! wB97M-V def2-TZVPD RIJCOSX def2/J DEFGRID3
* xyz -2 1
Pd -0.701 -1.182 -1.969
O -0.962 2.113 3.318
C -0.706 2.537 1.992
C -0.795 1.481 0.876
C -2.256 1.121 0.591
O -2.990 0.694 1.736
C 0.073 0.245 1.178
Se -0.531 -1.139 2.464
C -0.219 2.227 -0.361
Se -0.203 1.433 -2.184
H -1.529 1.331 3.259
H 0.310 2.950 1.995
H -1.388 3.361 1.719
H -2.284 0.363 -0.199
H -2.770 2.012 0.211
H -2.540 -0.128 2.038
H 1.058 0.599 1.502
H 0.224 -0.224 0.199
H 0.818 2.468 -0.114
H -0.754 3.176 -0.454
C 3.204 -1.249 -1.647
S 1.651 -2.112 -1.962
C 1.437 -2.670 -0.260
O 2.043 -3.323 -2.752
H 3.862 -1.913 -1.086
H 2.993 -0.328 -1.103
H 3.641 -1.008 -2.614
H 1.580 -1.838 0.429
H 2.177 -3.459 -0.100
H 0.424 -3.043 -0.125
O -2.828 -2.422 -3.672
C -2.039 -2.074 -2.906
*
```

Record 4
Molecular formula: C8H16OSi
Method: DFT, the ωB97M-V functional and the def2-TZVPD basis

Summary:
structure (SMILES) = CC(=O)C1([Si](C)(C)C)CC1
lowest unoccupied orbital energy = 0.81 eV
HOMO-LUMO gap = 0.3699 Ha
HOMO energy = -9.26 eV
relative energy (zero: lowest compared OMol25 entry of this formula, charge and spin) = 115.9 kJ/mol
energy = -18479.449 eV

ORCA input file:
```
! wB97M-V def2-TZVPD RIJCOSX def2/J DEFGRID3
* xyz 0 1
C -2.387 0.693 1.443
C -1.977 0.337 0.001
O -2.442 0.810 -1.035
C -0.775 -0.641 -0.051
Si 0.871 0.305 -0.298
C 2.328 -0.853 -0.243
C 0.962 1.571 1.068
C 0.874 1.293 -1.898
C -0.826 -1.876 -0.901
C -0.649 -1.881 0.639
H -2.526 -0.162 2.095
H -3.137 1.375 1.576
H -1.516 1.208 1.747
H 2.203 -1.409 0.732
H 2.520 -1.608 -1.052
H 3.192 -0.222 -0.377
H 2.042 1.476 1.431
H 0.810 2.596 0.722
H 0.392 1.395 1.903
H 1.823 1.918 -1.979
H 0.976 0.579 -2.738
H 0.119 1.930 -2.092
H -0.026 -2.071 -1.647
H -1.709 -2.359 -1.256
H -1.517 -2.403 1.193
H 0.376 -2.001 1.016
*
```